An isolated ion of composition C3H6O4 and charge -1. Source: the Open Molecules 2025 dataset; level of theory: ωB97M-V/def2-TZVPD.

The energy relative to the best compared isomer or geometry (same formula, charge and spin) comes out at 53.1 kJ/mol. Its net charge is -1. The HOMO-LUMO gap (spin up / spin down) comes out at 4.8 / 7.9 eV. The spin multiplicity is 2. The calculation puts the max |F| at 0.086 Eh/bohr. As for the HOMO energy (spin up / spin down): -1.32 / -4.44 eV. The total energy is -418.8090 a.u.

Each line ends with the Mulliken charge.
Geometry (Å):
O (-1.930, -1.619, -0.354)  -0.537
O (-0.718, -1.810, -2.271)  -0.351
O (0.489, -0.989, -0.551)  -0.370
O (0.365, 2.098, 1.364)  -0.520
C (-0.819, -1.892, -0.881)  -0.173
C (0.375, 0.691, 1.199)  -0.279
C (0.315, 0.391, -0.290)  -0.368
H (-0.488, 0.227, 1.706)  0.234
H (0.287, -1.341, -2.333)  0.334
H (0.351, 2.309, 2.301)  0.283
H (1.121, 0.942, -0.799)  0.277
H (-0.644, 0.740, -0.708)  0.255
H (1.297, 0.252, 1.616)  0.215


One molecule with the formula C3H6O4. Source: the Open Molecules 2025 dataset; level of theory: ωB97M-V/def2-TZVPD.

Its structure (SMILES) is C[C@@]1(O)O[C@H]1OO. The energy relative to the best compared isomer or geometry (same formula, charge and spin) comes out at 565.4 kJ/mol. Its net charge is 0. The HOMO-LUMO gap comes out at 9.7 eV. The calculation puts the max |F| at 0.078 Eh/bohr. As for the HOMO energy: -9.16 eV. The total energy is -418.6789 a.u.

Each line ends with the Mulliken charge.
Geometry (Å):
O (-1.343, 1.525, -1.497)  -0.360
O (0.346, 0.829, 1.652)  -0.547
O (-0.188, 1.619, -0.617)  -0.260
O (-0.888, -1.468, 0.923)  -0.510
C (1.273, -0.873, -0.031)  -1.149
C (-0.572, 0.918, 0.660)  0.047
C (-0.007, -0.469, 0.591)  0.739
H (-1.637, 1.008, 0.888)  0.402
H (2.123, -0.757, 0.642)  0.266
H (1.572, -0.353, -0.946)  0.307
H (1.283, -1.933, -0.308)  0.381
H (-1.020, 2.115, -2.200)  0.330
H (-0.940, -2.160, 0.243)  0.354


A 2-piece molecular cluster, C3H6O4S overall. Source: the Open Molecules 2025 dataset; level of theory: ωB97M-V/def2-TZVPD.

The energy relative to the best compared isomer or geometry (same formula, charge and spin) comes out at 345.9 kJ/mol. Its net charge is 0. The HOMO-LUMO gap comes out at 8.3 eV. The calculation puts the max |F| at 0.105 Eh/bohr. As for the HOMO energy: -8.02 eV. The total energy is -816.9289 a.u.

Each line ends with the Mulliken charge.
Geometry (Å):
S (2.198, 0.073, 0.369)  0.127
O (3.623, -0.683, 0.193)  -0.480
O (0.097, 1.820, -0.781)  -0.454
O (-1.051, -1.247, 0.937)  -0.461
O (1.434, -1.496, -1.583)  -0.444
C (-1.092, 0.158, 0.630)  -0.442
C (1.307, -0.615, -0.851)  0.540
C (-0.421, 0.538, -0.675)  -0.270
H (-1.778, -1.570, 0.266)  0.335
H (-0.484, 0.718, 1.472)  0.242
H (-2.197, 0.608, 0.842)  0.299
H (0.230, 1.959, -1.745)  0.363
H (-0.847, 0.063, -1.631)  0.291
H (4.398, -0.090, 0.295)  0.353


One molecule with the formula C3H6O5S. Source: the Open Molecules 2025 dataset; level of theory: ωB97M-V/def2-TZVPD.

The energy relative to the best compared isomer or geometry (same formula, charge and spin) comes out at 39.4 kJ/mol. Its net charge is 0. The HOMO-LUMO gap comes out at 10.3 eV. The calculation puts the max |F| at 0.064 Eh/bohr. As for the HOMO energy: -9.69 eV. The total energy is -892.2482 a.u.

Each line ends with the Mulliken charge.
Geometry (Å):
S (-1.575, 0.069, -2.577)  0.699
O (0.085, 0.491, -2.464)  -0.306
O (-1.470, -1.511, -2.963)  -0.428
O (-2.011, 0.070, -1.196)  -0.511
O (0.902, 1.773, -0.571)  -0.501
O (-0.060, -1.622, -0.535)  -0.557
C (0.151, -0.511, -0.209)  0.561
C (0.744, 0.491, -1.216)  0.332
C (0.088, -0.020, 1.219)  -1.292
H (-0.564, 0.741, 1.406)  0.351
H (1.167, 0.188, 1.436)  0.307
H (-1.447, -2.159, -2.275)  0.364
H (0.123, 2.347, -0.762)  0.327
H (1.818, 0.233, -1.390)  0.215
H (-0.352, -0.740, 1.809)  0.438


One molecule with the formula C3H6OS. Source: the Open Molecules 2025 dataset; level of theory: ωB97M-V/def2-TZVPD.

Its structure (SMILES) is OC1(S)CC1. The energy relative to the best compared isomer or geometry (same formula, charge and spin) comes out at 172.7 kJ/mol. Its net charge is 0. The HOMO-LUMO gap comes out at 10.3 eV. The calculation puts the max |F| at 0.067 Eh/bohr. As for the HOMO energy: -9.56 eV. The total energy is -591.2672 a.u.

Each line ends with the Mulliken charge.
Geometry (Å):
S (0.374, 1.978, 0.881)  -0.207
O (-1.270, 0.795, -1.059)  -0.507
C (-0.215, -0.755, 0.717)  -0.694
C (-0.281, 0.526, -0.107)  0.402
C (0.674, -0.549, -0.482)  -0.546
H (1.768, -0.390, -0.513)  0.221
H (-1.905, 1.429, -0.542)  0.372
H (-0.975, -1.514, 0.780)  0.269
H (-0.548, 1.581, 1.790)  0.150
H (0.263, -0.755, 1.642)  0.309
H (0.483, -1.139, -1.335)  0.230


C3H6OS as an isolated structure. Source: the Open Molecules 2025 dataset; level of theory: ωB97M-V/def2-TZVPD.

The energy relative to the best compared isomer or geometry (same formula, charge and spin) comes out at 294.5 kJ/mol. Its net charge is 0. The HOMO-LUMO gap comes out at 9.1 eV. The calculation puts the max |F| at 0.091 Eh/bohr. As for the HOMO energy: -8.46 eV. The total energy is -591.2208 a.u.

Each line ends with the Mulliken charge.
Geometry (Å):
S (0.781, 1.734, 0.264)  -0.180
O (1.254, -1.847, -1.425)  -0.422
C (-0.620, -0.585, 1.160)  -1.167
C (0.778, -0.725, -1.234)  0.246
C (-0.327, 0.408, 0.059)  -0.124
H (1.041, 0.188, -1.839)  0.181
H (0.402, 2.419, -0.851)  0.148
H (-1.437, -0.148, 1.573)  0.381
H (-0.715, -1.576, 0.740)  0.283
H (-1.284, 0.858, -0.360)  0.292
H (0.128, -0.726, 1.913)  0.362


One molecule with the formula C3H6OS. Source: the Open Molecules 2025 dataset; level of theory: ωB97M-V/def2-TZVPD.

Its structure (SMILES) is O=CCCS. The energy relative to the best compared isomer or geometry (same formula, charge and spin) comes out at 86.5 kJ/mol. Its net charge is 0. The HOMO-LUMO gap comes out at 10.2 eV. The calculation puts the max |F| at 0.039 Eh/bohr. As for the HOMO energy: -9.35 eV. The total energy is -591.3001 a.u.

Each line ends with the Mulliken charge.
Geometry (Å):
S (-1.963, 0.082, -0.836)  -0.217
O (2.030, -0.629, 1.676)  -0.445
C (1.884, -0.119, 0.600)  -0.020
C (0.661, 0.734, 0.297)  -0.315
C (-0.212, -0.248, -0.531)  -0.758
H (0.816, 1.569, -0.392)  0.287
H (-0.413, -1.207, -0.040)  0.292
H (-2.023, 1.254, -1.448)  0.099
H (0.340, -0.573, -1.420)  0.404
H (0.106, 1.129, 1.133)  0.315
H (2.652, -0.218, -0.198)  0.357


One molecule with the formula C3H6OS. Source: the Open Molecules 2025 dataset; level of theory: ωB97M-V/def2-TZVPD.

Its structure (SMILES) is O[C@H]1C[C@H]1S. The energy relative to the best compared isomer or geometry (same formula, charge and spin) comes out at 176.1 kJ/mol. Its net charge is 0. The HOMO-LUMO gap comes out at 10.0 eV. The calculation puts the max |F| at 0.077 Eh/bohr. As for the HOMO energy: -9.17 eV. The total energy is -591.2659 a.u.

Each line ends with the Mulliken charge.
Geometry (Å):
S (-0.018, -0.255, 1.987)  -0.274
O (0.976, -1.163, -0.687)  -0.543
C (0.437, 0.081, -0.708)  -0.156
C (-0.148, 0.718, 0.462)  -0.116
C (-1.048, 0.280, -0.591)  -0.661
H (0.445, -1.871, -0.232)  0.362
H (1.034, 0.614, -1.424)  0.366
H (0.045, 1.791, 0.611)  0.329
H (1.396, -0.400, 2.035)  0.157
H (-1.685, 0.816, -1.280)  0.269
H (-1.434, -0.611, -0.173)  0.266


One molecule with the formula C3H6OS. Source: the Open Molecules 2025 dataset; level of theory: ωB97M-V/def2-TZVPD.

Its structure (SMILES) is O[C@H]1C[C@H]1S. The energy relative to the best compared isomer or geometry (same formula, charge and spin) comes out at 306.3 kJ/mol. Its net charge is 0. The HOMO-LUMO gap comes out at 9.9 eV. The calculation puts the max |F| at 0.120 Eh/bohr. As for the HOMO energy: -9.06 eV. The total energy is -591.2164 a.u.

Each line ends with the Mulliken charge.
Geometry (Å):
S (-1.568, 0.928, -0.092)  -0.306
O (0.930, 0.717, 1.448)  -0.540
C (-0.005, -1.179, -0.139)  -0.640
C (0.952, -0.041, 0.132)  -0.097
C (-0.278, 0.260, -0.818)  -0.142
H (-0.886, -1.394, 0.588)  0.230
H (0.391, -1.954, -0.821)  0.264
H (-1.296, 2.345, -0.098)  0.140
H (1.945, 0.062, -0.238)  0.359
H (-0.189, 0.038, -1.889)  0.359
H (0.003, 0.219, 1.928)  0.372


One molecule with the formula C3H6OS. Source: the Open Molecules 2025 dataset; level of theory: ωB97M-V/def2-TZVPD.

Its structure (SMILES) is O[C@H]1C[C@H]1S. The energy relative to the best compared isomer or geometry (same formula, charge and spin) comes out at 138.6 kJ/mol. Its net charge is 0. The HOMO-LUMO gap comes out at 10.1 eV. The calculation puts the max |F| at 0.055 Eh/bohr. As for the HOMO energy: -9.29 eV. The total energy is -591.2802 a.u.

Each line ends with the Mulliken charge.
Geometry (Å):
S (0.741, -1.485, -1.108)  -0.274
O (1.296, 0.649, 1.146)  -0.483
C (-0.071, 0.465, 0.800)  -0.135
C (-0.479, -0.556, -0.236)  -0.216
C (-0.630, 0.884, -0.534)  -0.489
H (0.063, 1.406, -1.277)  0.219
H (0.977, -2.335, -0.126)  0.138
H (-1.355, -1.162, -0.077)  0.349
H (-0.700, 0.500, 1.707)  0.331
H (1.727, 0.215, 0.363)  0.318
H (-1.571, 1.419, -0.658)  0.243


One molecule with the formula C3H6OS2. Source: the Open Molecules 2025 dataset; level of theory: ωB97M-V/def2-TZVPD.

Its structure (SMILES) is CC(S)(S)C=O. The energy relative to the best compared isomer or geometry (same formula, charge and spin) comes out at 171.6 kJ/mol. Its net charge is 0. The HOMO-LUMO gap comes out at 9.8 eV. The calculation puts the max |F| at 0.052 Eh/bohr. As for the HOMO energy: -9.55 eV. The total energy is -989.4632 a.u.

Each line ends with the Mulliken charge.
Geometry (Å):
S (-0.098, -2.108, 0.285)  -0.138
S (-1.980, 0.393, 0.430)  -0.157
O (1.593, 1.066, 1.113)  -0.466
C (-0.221, -0.050, 0.073)  0.323
C (0.662, 0.315, 1.234)  -0.143
C (0.111, 0.390, -1.345)  -1.085
H (-0.494, -0.483, -1.774)  0.386
H (-0.308, 1.444, -1.573)  0.284
H (1.139, 0.446, -1.590)  0.288
H (0.780, -2.223, -0.727)  0.148
H (0.457, -0.113, 2.285)  0.397
H (-1.643, 0.922, 1.589)  0.164


C3H6OS2 as an isolated structure. Source: the Open Molecules 2025 dataset; level of theory: ωB97M-V/def2-TZVPD.

The energy relative to the best compared isomer or geometry (same formula, charge and spin) comes out at 520.2 kJ/mol. Its net charge is 0. The HOMO-LUMO gap comes out at 8.1 eV. The calculation puts the max |F| at 0.093 Eh/bohr. As for the HOMO energy: -8.83 eV. The total energy is -989.3304 a.u.

Each line ends with the Mulliken charge.
Geometry (Å):
S (1.289, -0.822, -1.742)  -0.201
S (-1.569, 1.202, 0.581)  -0.258
O (0.443, -0.674, 0.985)  -0.223
C (0.650, 0.786, -0.979)  -0.572
C (-0.531, -1.047, 1.981)  -0.582
C (-0.170, 0.349, 0.235)  0.324
H (-0.434, 1.165, -1.826)  0.311
H (-1.459, -1.654, 1.457)  0.247
H (2.877, -0.831, -0.651)  0.141
H (-0.963, -0.036, 2.335)  0.262
H (-0.087, -1.647, 2.718)  0.266
H (1.318, 1.789, -0.764)  0.285


> Which formula does entry 5 have?

C3H6OS


> The highest max |F| belongs to which entry?

number 9


> Among the records above, which one has the lowest max |F|?

number 7


> Look up the energy relative to the best compared isomer or geometry (same formula, charge and spin) of the first one.

53.1 kJ/mol